1.
# C4H25NO9

A 10-piece molecular cluster, C4H25NO9 overall at a distorted geometry (ωB97M-V/def2-TZVPD, the OMol25 dataset).

Its energy above the lowest of the compared OMol25 structures with the same formula, charge and spin is 48.3 kcal/mol. Its lowest unoccupied orbital energy is 0.2 eV. The HOMO energy is -7.406 eV. The SMILES is C=C/C=C/N.O.O.O.O.O.O.O.O.O.

Geometry (Å):
C1 1.634 -0.730 2.171
C2 0.739 0.272 2.281
C3 0.365 1.041 1.126
C4 -0.811 1.716 1.017
N1 -1.279 2.253 -0.153
H1 1.961 -1.260 3.039
H2 2.119 -0.975 1.221
H3 0.270 0.484 3.254
H4 0.966 0.940 0.244
H5 -1.505 1.777 1.846
H6 -1.836 3.093 -0.130
H7 -0.725 2.219 -1.019
O1 3.856 0.717 0.960
H8 3.426 1.377 1.497
H9 4.252 -0.022 1.398
O2 -3.185 0.050 -1.237
H10 -2.591 -0.418 -1.836
H11 -2.545 0.771 -1.087
O3 -0.807 -2.331 3.485
H12 -0.865 -3.088 2.894
H13 -0.832 -1.599 2.859
O4 -1.091 0.711 -3.179
H14 -0.334 0.765 -3.760
H15 -1.776 0.210 -3.642
O5 1.333 -2.042 -2.602
H16 2.003 -1.343 -2.589
H17 1.799 -2.868 -2.375
O6 2.978 0.145 -1.522
H18 2.875 0.070 -0.550
H19 3.936 0.152 -1.631
O7 1.045 2.334 -1.621
H20 1.374 3.093 -1.135
H21 1.728 1.650 -1.513
O8 -2.647 -2.815 -0.837
H22 -2.427 -1.881 -0.899
H23 -1.949 -3.254 -1.341
O9 -2.286 -0.259 2.003
H24 -3.038 -0.767 2.355
H25 -2.600 -0.322 1.083

---

2.
# C4H26BO21

A 14-piece molecular cluster, C4H26BO21 overall at a distorted geometry (ωB97M-V/def2-TZVPD, the OMol25 dataset).

Its energy above the lowest of the compared OMol25 structures with the same formula, charge and spin is 9.5 kcal/mol. Its lowest unoccupied orbital energy is 2.1 eV. The HOMO energy is -8.493 eV. The net charge is -1.

Geometry (Å):
O1 -0.492 0.280 2.914
C1 -0.863 -0.209 1.895
O2 -0.791 -1.420 1.482
B1 -1.058 -1.414 -0.023
O3 -1.575 -0.089 -0.340
C2 -1.406 0.662 0.756
O4 -1.767 1.815 0.844
O5 -1.989 -2.516 -0.181
C3 -1.343 -3.525 -0.765
O6 -1.657 -4.682 -0.930
C4 0.106 -3.027 -1.083
O7 0.137 -1.709 -0.747
O8 1.018 -3.595 -1.571
O9 2.205 0.194 0.746
H1 1.865 -0.744 0.803
H2 2.572 0.334 1.638
O10 2.214 1.603 3.140
H3 1.452 1.268 3.529
H4 1.971 2.456 2.792
O11 4.273 0.273 -1.123
H5 3.507 0.065 -0.506
H6 4.342 1.236 -0.992
O12 1.030 3.207 -0.821
H7 0.088 3.281 -1.085
H8 1.153 2.235 -0.738
O13 2.973 0.434 -3.774
H9 2.431 -0.315 -3.957
H10 3.441 0.162 -2.959
O14 -1.655 6.447 3.584
H11 -1.076 5.847 4.143
H12 -1.284 6.297 2.679
O15 -4.451 -3.262 4.218
H13 -4.072 -2.426 4.322
H14 -4.316 -3.420 3.262
O16 -3.389 3.447 3.078
H15 -3.012 4.346 2.985
H16 -3.134 2.909 2.352
O17 -1.836 -7.382 -0.769
H17 -1.813 -6.411 -0.710
H18 -0.989 -7.657 -0.367
O18 3.436 3.132 -2.995
H19 3.347 2.293 -3.451
H20 2.550 3.245 -2.597
O19 1.164 -1.875 -4.121
H21 0.427 -2.181 -3.572
H22 1.998 -2.415 -4.095
O20 -0.317 4.206 1.612
H23 -0.754 3.328 1.631
H24 0.340 4.273 0.895
O21 -1.381 -2.684 -3.573
H25 -1.375 -3.675 -3.419
H26 -2.249 -2.639 -4.039

---

3.
# C4H26ClO9

A 10-piece molecular cluster, C4H26ClO9 overall (ωB97M-V/def2-TZVPD, the OMol25 dataset).

Its energy above the lowest of the compared OMol25 structures with the same formula, charge and spin is 0.0 kcal/mol. Its lowest unoccupied orbital energy is 2.8 eV. The HOMO energy is -6.914 eV. The net charge is -1.

Geometry (Å):
Cl1 0.377 -0.089 0.581
O1 -0.593 -0.483 3.881
H1 -0.649 -0.295 2.930
H2 0.349 -0.435 4.067
O2 -2.839 0.777 1.895
H3 -2.155 0.928 1.227
H4 -3.262 1.635 1.982
O3 1.555 2.500 -0.946
H5 2.252 2.459 -0.271
H6 1.149 1.627 -0.830
O4 -1.455 2.873 -0.091
H7 -1.605 2.876 -1.041
H8 -0.496 2.731 -0.009
O5 3.164 1.691 1.204
H9 3.464 2.142 1.998
H10 2.635 0.939 1.504
O6 2.740 -1.866 1.854
H11 2.028 -1.342 1.431
H12 2.719 -1.601 2.778
O7 0.094 2.747 2.511
H13 -0.816 2.919 2.244
H14 0.284 1.880 2.123
C1 1.220 0.191 -3.754
C2 1.977 -0.782 -2.856
O8 1.115 -1.692 -2.193
H15 1.880 1.019 -4.035
H16 0.366 0.611 -3.222
H17 0.880 -0.288 -4.672
H18 2.598 -0.228 -2.146
H19 2.663 -1.380 -3.472
H20 0.949 -1.332 -1.309
C3 -2.149 -3.153 -0.470
C4 -3.058 -1.946 -0.266
O9 -2.543 -0.770 -0.856
H21 -1.310 -3.134 0.226
H22 -1.817 -3.201 -1.504
H23 -2.682 -4.093 -0.249
H24 -3.225 -1.785 0.806
H25 -4.036 -2.132 -0.715
H26 -1.766 -0.521 -0.332

---

4.
# C4H26N2O7

A 8-piece molecular cluster, C4H26N2O7 overall at a distorted geometry (ωB97M-V/def2-TZVPD, the OMol25 dataset).

Its energy above the lowest of the compared OMol25 structures with the same formula, charge and spin is 44.3 kcal/mol. Its lowest unoccupied orbital energy is -6.8 eV. The HOMO energy is -16.876 eV. The net charge is +2.

Geometry (Å):
C1 1.954 -0.783 0.271
C2 0.759 0.069 0.706
C3 0.635 0.415 2.229
C4 -0.551 2.312 3.089
N1 0.368 1.874 2.330
N2 1.709 -2.158 0.859
H1 2.046 -0.813 -0.822
H2 2.929 -0.452 0.636
H3 0.697 1.014 0.174
H4 -0.163 -0.487 0.569
H5 -0.254 -0.064 2.659
H6 1.330 0.193 3.054
H7 -0.958 1.848 3.974
H8 -0.963 3.327 2.952
H9 0.876 2.548 1.755
H10 2.591 -2.475 1.245
H11 1.350 -2.839 0.051
H12 0.845 -2.330 1.369
H13 -4.072 -0.900 -1.473
H14 -2.644 -0.297 -1.550
O1 -3.143 -1.074 -1.244
H15 0.281 -3.806 -1.032
H16 1.488 -4.015 -1.992
O2 1.255 -3.867 -1.075
H17 -1.921 2.518 -3.507
H18 -2.485 1.261 -3.931
O3 -1.960 1.611 -3.205
H19 -2.509 0.494 1.339
H20 -3.556 0.812 2.460
O4 -2.683 1.044 2.109
H21 2.581 -1.165 -3.303
H22 2.686 0.300 -3.415
O5 2.688 -0.389 -2.750
H23 1.310 4.505 -1.162
H24 0.563 4.922 0.076
O6 1.155 4.247 -0.243
H25 -1.142 -2.490 -1.792
H26 -2.015 -2.391 -0.587
O7 -1.076 -2.520 -0.824

---

5.
# C4H26N2O8

A 9-piece molecular cluster, C4H26N2O8 overall at a distorted geometry (ωB97M-V/def2-TZVPD, the OMol25 dataset).

Its energy above the lowest of the compared OMol25 structures with the same formula, charge and spin is 43.8 kcal/mol. Its lowest unoccupied orbital energy is -0.2 eV. The HOMO energy is -9.504 eV. The SMILES is [H]/N=C/NCCC.O.O.O.O.O.O.O.O.

Geometry (Å):
H1 -1.256 1.772 3.743
N1 -0.549 1.605 3.037
C1 -0.493 0.391 2.666
N2 0.363 -0.024 1.679
C2 0.469 -1.218 0.832
C3 1.438 -0.957 -0.337
C4 2.853 -1.473 -0.167
H2 -0.952 -0.520 3.103
H3 0.813 0.765 1.237
H4 -0.533 -1.416 0.419
H5 0.779 -2.071 1.448
H6 0.997 -1.481 -1.196
H7 1.339 0.091 -0.639
H8 3.340 -1.172 0.736
H9 2.951 -2.552 -0.367
H10 3.460 -1.111 -1.001
O1 -2.179 -2.953 0.042
H11 -1.703 -3.706 -0.349
H12 -1.536 -2.232 -0.064
O2 1.027 -2.387 -2.912
H13 1.267 -3.183 -3.392
H14 0.573 -1.738 -3.476
O3 2.975 3.207 -1.295
H15 2.449 2.684 -0.653
H16 2.259 3.133 -1.957
O4 0.231 3.381 0.906
H17 0.449 2.473 1.099
H18 0.021 3.646 1.809
O5 2.767 1.860 2.860
H19 2.296 1.257 3.453
H20 2.262 2.670 3.050
O6 -2.288 0.183 -3.210
H21 -2.691 -0.547 -3.708
H22 -1.533 -0.131 -2.717
O7 -3.930 -2.142 -1.689
H23 -3.476 -1.362 -2.009
H24 -4.448 -1.773 -0.968
O8 -3.558 2.229 -0.227
H25 -2.674 2.482 -0.524
H26 -3.582 2.320 0.736

---

6.
# C4H26N2O9S

A 9-piece molecular cluster, C4H26N2O9S overall at a distorted geometry (ωB97M-V/def2-TZVPD, the OMol25 dataset).

Its energy above the lowest of the compared OMol25 structures with the same formula, charge and spin is 72.9 kcal/mol. Its lowest unoccupied orbital energy is -0.2 eV. The HOMO energy is -9.273 eV. The SMILES is C[C@@H](CS)NC(N)=O.O.O.O.O.O.O.O.O.

Geometry (Å):
C1 1.289 1.739 -1.077
C2 1.537 1.758 0.416
C3 0.808 3.085 0.916
S1 2.050 4.480 0.990
N1 0.969 0.591 1.208
C4 1.505 -0.666 1.085
N2 0.566 -1.818 1.314
O1 2.600 -0.916 0.686
H1 1.924 0.923 -1.431
H2 0.204 1.540 -1.248
H3 1.540 2.593 -1.652
H4 2.641 1.702 0.594
H5 0.516 3.330 2.033
H6 -0.045 3.471 0.469
H7 2.570 4.284 -0.287
H8 0.081 0.640 1.666
H9 -0.182 -1.720 1.923
H10 1.185 -2.747 1.643
O2 -1.219 -1.785 -1.021
H11 -0.748 -0.999 -1.253
H12 -1.351 -2.210 -1.806
O3 -2.204 -3.034 1.108
H13 -1.525 -2.783 0.355
H14 -3.074 -2.702 0.841
O4 2.851 -3.816 -0.023
H15 2.462 -4.140 0.801
H16 2.995 -2.850 0.091
O5 -1.241 0.680 3.270
H17 -2.106 0.201 3.034
H18 -0.727 -0.088 3.755
O6 -4.094 2.398 -1.906
H19 -4.640 2.619 -1.163
H20 -3.282 2.344 -1.456
O7 1.153 -2.925 -2.236
H21 0.673 -2.571 -1.560
H22 1.666 -3.644 -1.925
O8 -0.675 -1.476 -3.418
H23 -1.062 -2.151 -3.940
H24 0.283 -1.427 -3.675
O9 -5.200 -0.634 -0.916
H25 -5.281 -0.129 -0.145
H26 -4.878 -0.015 -1.546

---

7.
# C4H26NO12

A 10-piece molecular cluster, C4H26NO12 overall at a distorted geometry (ωB97M-V/def2-TZVPD, the OMol25 dataset).

The multiplicity is 2. Its energy above the lowest of the compared OMol25 structures with the same formula, charge and spin is 47.4 kcal/mol. Its lowest unoccupied orbital energy (spin up / spin down) is -0.5 / -6.3 eV. The HOMO energy (spin up / spin down) is -10.340 / -9.942 eV.

Geometry (Å):
C1 1.974 -1.233 -1.051
O1 2.477 0.128 -1.086
C2 1.003 -1.568 0.045
C3 0.718 -3.178 0.035
C4 -0.210 -3.447 1.147
O2 0.134 -2.997 2.352
O3 -1.311 -3.896 0.891
N1 -0.298 -0.952 -0.169
H1 1.599 -1.392 -2.053
H2 2.932 -1.796 -0.898
H3 1.448 -1.340 1.031
H4 1.724 -3.626 0.118
H5 0.250 -3.408 -0.949
H6 -0.655 -2.566 2.870
H7 -0.960 -1.240 -0.901
H8 -0.207 0.095 -0.472
H9 3.184 1.350 -2.972
H10 1.854 1.962 -2.429
O4 2.617 2.109 -2.967
H11 1.571 2.758 2.657
H12 2.063 2.422 1.341
O5 1.995 3.211 1.917
H13 -0.228 -0.337 3.311
H14 -1.193 -0.686 2.203
O6 -1.063 -0.871 3.156
H15 0.176 3.296 0.512
H16 1.659 0.677 -1.120
O7 -0.563 2.722 0.694
H17 -0.941 1.807 3.301
H18 -0.168 2.001 1.876
O8 -0.171 1.502 2.825
H19 -2.706 0.335 -0.406
H20 -3.966 -0.631 -0.061
O9 -3.555 -0.003 -0.636
H21 -2.323 3.070 -1.203
H22 -1.910 3.427 0.129
O10 -2.628 3.682 -0.534
H23 -0.490 -0.380 -3.894
H24 0.892 0.328 -4.407
O11 0.272 -0.417 -4.473
H25 -0.652 2.098 -0.678
H26 -1.671 1.284 -1.594
O12 -0.740 1.589 -1.565

---

8.
# C4H26O11

A 9-piece molecular cluster, C4H26O11 overall at a distorted geometry (ωB97M-V/def2-TZVPD, the OMol25 dataset).

Its energy above the lowest of the compared OMol25 structures with the same formula, charge and spin is 49.9 kcal/mol. Its lowest unoccupied orbital energy is 0.2 eV. The HOMO energy is -10.376 eV. The SMILES is OCCO.OCCO.O.O.O.O.O.O.O.

Geometry (Å):
O1 -1.474 -1.044 4.246
C1 -1.051 0.185 3.720
C2 -1.893 0.944 2.784
O2 -1.494 2.217 2.424
H1 -1.638 -1.536 3.490
H2 -0.733 0.877 4.489
H3 -0.098 -0.113 3.421
H4 -2.868 1.035 3.254
H5 -2.140 0.295 1.912
H6 -2.204 2.903 2.441
O3 -0.003 -2.110 -0.956
C3 -1.314 -1.631 -1.071
C4 -1.047 -0.316 -1.750
O4 -0.644 0.682 -0.800
H7 0.671 -1.510 -0.646
H8 -1.817 -2.385 -1.707
H9 -1.837 -1.600 -0.175
H10 -1.964 0.059 -2.167
H11 -0.317 -0.324 -2.546
H12 -0.780 1.434 -1.372
O5 1.028 3.203 -0.013
H13 1.813 3.530 -0.419
H14 0.644 2.723 -0.713
O6 -0.552 2.733 -2.483
H15 -0.449 3.626 -2.226
H16 0.177 2.297 -2.885
O7 3.113 0.971 -0.895
H17 4.026 0.770 -1.057
H18 2.715 0.327 -0.282
O8 0.727 -3.604 1.317
H19 0.434 -3.134 0.594
H20 0.131 -3.341 2.020
O9 1.111 -0.072 1.130
H21 1.125 0.669 1.689
H22 0.375 0.087 0.586
O10 1.542 1.407 -3.193
H23 1.981 1.067 -2.419
H24 1.391 0.675 -3.723
O11 1.472 -4.042 -2.165
H25 1.054 -3.250 -1.879
H26 0.799 -4.721 -1.978

---

9.
# C4H27NO12

A 11-piece molecular cluster, C4H27NO12 overall at a distorted geometry (ωB97M-V/def2-TZVPD, the OMol25 dataset).

Its energy above the lowest of the compared OMol25 structures with the same formula, charge and spin is 89.6 kcal/mol. Its lowest unoccupied orbital energy is 0.0 eV. The HOMO energy is -9.665 eV. The SMILES is O=CCCNC=O.O.O.O.O.O.O.O.O.O.O.

Geometry (Å):
O1 1.539 0.371 0.768
C1 0.487 0.773 0.314
C2 -0.724 1.147 1.170
C3 -1.340 -0.144 1.901
N1 -2.365 -0.759 1.043
C4 -3.652 -1.054 1.450
O2 -4.396 -1.574 0.655
H1 0.163 0.880 -0.759
H2 -0.048 1.663 1.911
H3 -1.493 1.621 0.542
H4 -0.666 -0.996 2.192
H5 -1.684 0.287 2.878
H6 -2.022 -0.889 0.105
H7 -3.820 -0.791 2.505
O3 1.476 3.110 3.413
H8 1.932 3.407 2.625
H9 2.080 2.565 3.917
O4 1.958 4.351 0.342
H10 1.088 3.960 0.404
H11 2.223 4.059 -0.528
O5 3.283 -1.296 1.941
H12 4.112 -1.395 2.428
H13 2.981 -0.383 1.995
O6 -0.122 -1.363 -1.246
H14 -0.138 -2.302 -0.977
H15 0.827 -1.255 -1.392
O7 -1.745 0.813 -1.319
H16 -2.651 0.591 -1.075
H17 -1.391 0.068 -1.848
O8 -0.411 1.533 -4.270
H18 -0.774 1.287 -3.404
H19 0.341 0.859 -4.367
O9 -2.311 -2.369 -2.251
H20 -2.933 -2.830 -1.675
H21 -1.526 -2.978 -2.297
O10 2.779 -3.483 0.559
H22 3.525 -3.196 0.028
H23 2.534 -2.697 1.078
O11 0.430 3.812 -1.833
H24 0.956 3.390 -2.556
H25 -0.416 3.420 -2.154
O12 0.307 -3.975 -0.806
H26 0.822 -4.517 -1.395
H27 0.783 -3.722 -0.012

---

10.
# C4H27NO13

A 10-piece molecular cluster, C4H27NO13 overall at a distorted geometry (ωB97M-V/def2-TZVPD, the OMol25 dataset).

The multiplicity is 2. Its energy above the lowest of the compared OMol25 structures with the same formula, charge and spin is 13.4 kcal/mol. Its lowest unoccupied orbital energy (spin up / spin down) is -3.6 / -9.6 eV. The HOMO energy (spin up / spin down) is -13.650 / -13.648 eV. The net charge is +1.

Geometry (Å):
O1 0.743 -1.737 0.694
C1 0.169 -1.570 -0.562
N1 -1.086 -0.867 -0.274
C2 -1.134 0.459 0.022
O2 -2.382 0.834 0.518
O3 -0.253 1.272 0.200
C3 1.226 -0.949 -1.503
C4 0.805 -1.118 -2.960
H1 -1.178 -1.967 3.007
H2 -2.974 1.047 -0.211
H3 2.255 -1.300 -1.348
H4 1.453 0.091 -1.147
H5 -0.244 -0.817 -3.242
H6 1.535 -0.697 -3.609
H7 0.848 -2.195 -3.212
H8 -2.099 1.882 -2.782
H9 -1.463 1.382 -3.998
O4 -1.894 1.010 -3.228
H10 1.130 1.935 -0.955
H11 2.359 2.642 -0.552
O5 1.678 2.682 -1.222
H12 -2.524 3.965 -1.465
H13 -1.443 3.196 -0.808
O6 -1.882 3.269 -1.672
H14 0.103 -2.619 3.505
H15 0.105 -2.158 1.339
O7 -0.587 -2.700 2.793
H16 -0.473 -3.446 -0.537
H17 -4.244 -0.954 -2.344
O8 -0.302 -2.751 -1.200
H18 1.756 -0.249 1.308
H19 3.150 -0.512 1.867
O9 2.380 0.064 1.963
H20 -2.917 -0.295 -2.418
H21 -1.958 -1.409 -0.333
O10 -3.459 -0.799 -1.786
H22 -1.174 1.138 2.670
H23 -1.510 1.927 3.927
O11 -1.060 1.138 3.630
H24 0.560 -0.661 4.882
H25 1.477 -0.740 3.697
O12 1.298 -1.184 4.532
H26 3.680 1.259 1.302
H27 4.975 0.898 0.520
O13 4.555 1.602 0.993

---

11.
# C4H28BO22

A 15-piece molecular cluster, C4H28BO22 overall at a distorted geometry (ωB97M-V/def2-TZVPD, the OMol25 dataset).

Its energy above the lowest of the compared OMol25 structures with the same formula, charge and spin is 29.6 kcal/mol. Its lowest unoccupied orbital energy is 1.8 eV. The HOMO energy is -7.944 eV. The net charge is -1.

Geometry (Å):
O1 -2.662 -1.773 -0.616
C1 -1.806 -0.939 -0.369
O2 -0.673 -1.242 0.269
B1 0.168 -0.064 0.437
O3 -0.614 1.040 -0.227
C2 -1.803 0.605 -0.681
O4 -2.671 1.245 -1.239
O5 1.442 -0.132 -0.260
C3 2.362 0.291 0.588
O6 3.511 0.526 0.223
C4 1.757 0.496 1.985
O7 0.435 0.292 1.837
O8 2.408 0.727 2.992
O9 -1.266 -3.193 2.466
H1 -2.162 -2.859 2.431
H2 -0.928 -3.065 1.579
O10 -3.692 -4.047 -2.175
H3 -3.941 -4.723 -1.545
H4 -3.816 -3.222 -1.705
O11 -5.034 -3.123 0.087
H5 -5.560 -3.566 0.752
H6 -4.437 -2.565 0.586
O12 1.984 0.068 -3.059
H7 2.624 0.698 -3.389
H8 2.009 0.176 -2.108
O13 0.705 3.362 -1.125
H9 0.308 2.584 -0.732
H10 0.105 3.608 -1.828
O14 -3.109 0.624 -3.826
H11 -2.849 1.307 -4.444
H12 -2.927 0.998 -2.964
O15 -3.723 3.835 -2.058
H13 -2.906 3.656 -1.592
H14 -3.513 4.568 -2.636
O16 2.910 -3.154 -0.172
H15 2.190 -2.624 -0.514
H16 3.651 -2.948 -0.743
O17 3.272 2.937 -1.938
H17 3.706 3.031 -1.090
H18 2.345 3.088 -1.751
O18 -4.142 3.569 1.195
H19 -3.665 3.251 0.428
H20 -4.610 4.344 0.882
O19 0.468 0.521 5.230
H21 0.860 1.381 5.379
H22 0.717 0.295 4.333
O20 1.064 -2.258 -2.362
H23 0.782 -2.603 -3.209
H24 1.253 -1.335 -2.529
O21 4.785 -0.764 4.416
H25 4.214 -1.377 4.879
H26 4.605 0.084 4.822
O22 5.599 -0.759 1.594
H27 5.298 -0.553 2.479
H28 4.970 -0.324 1.019